Record 1
The following is a DFT calculation (wB97M-V/def2-TZVPD) of a molecular structure, C24H43Cl2LaN4O4SSi.

Total energy, eV: -84361.22762
Largest force on an atom, hartree/bohr: 0.06873
LUMO level, eV: 0.083
Energy above the lowest of the compared OMol25 structures with the same formula, charge and spin, kcal per mole: 3.2

Each line ends with the Mulliken charge.
Element x y z (Å)
C  3.358  -2.344  -6.759  -1.1513
C  2.736  -1.597  -7.900  0.2150
H  3.320  -3.422  -6.950  0.4048
H  2.841  -2.137  -5.812  -0.0673
H  4.416  -2.062  -6.637  0.2316
C  2.723  -2.057  -9.163  0.1868
C  3.284  -3.363  -9.599  -1.5148
H  2.313  -1.446  -9.969  0.2956
H  2.954  -4.194  -8.966  0.3516
H  4.382  -3.368  -9.616  0.3064
H  2.943  -3.561  -10.620  0.3758
La  0.426  0.004  -1.121  1.9152
Cl  2.412  1.824  -1.444  -0.6733
C  -0.602  3.019  -2.040  0.1276
O  -1.034  1.886  -1.692  -0.6232
N  -1.217  3.789  -2.931  0.2251
C  -2.537  3.407  -3.434  -0.8741
C  -0.475  4.836  -3.629  -0.7741
H  0.346  3.411  -1.634  0.3963
H  -3.119  2.919  -2.646  0.2409
H  -2.458  2.736  -4.301  0.1604
H  -3.042  4.321  -3.753  0.4323
H  0.444  5.022  -3.059  0.2908
H  -1.084  5.744  -3.669  0.3189
H  -0.215  4.513  -4.648  0.2676
H  -4.008  1.239  2.414  0.3149
H  -1.975  2.613  4.279  0.3127
C  -3.251  0.452  2.527  -0.9366
C  -1.803  1.530  4.231  -0.8809
N  -1.956  1.033  2.866  0.2692
H  -3.175  -0.110  1.598  0.2364
C  -0.992  1.168  1.958  -0.3051
O  -0.988  0.594  0.838  -0.7086
H  -0.795  1.315  4.596  0.3633
H  -0.149  1.810  2.269  0.6747
H  -3.558  -0.196  3.353  0.3523
H  -2.558  1.034  4.849  0.2753
H  -0.019  -5.474  -0.932  0.3385
H  -0.086  -3.446  -3.418  0.2047
C  -1.079  -5.263  -1.149  -0.8602
C  -1.110  -3.769  -3.168  -0.8097
N  -1.263  -3.933  -1.722  0.2168
H  -1.629  -5.317  -0.200  0.3328
C  -1.313  -2.884  -0.922  0.0700
O  -1.273  -1.682  -1.341  -0.6951
H  -1.806  -2.998  -3.523  0.2629
H  -1.380  -3.105  0.156  0.3369
H  -1.446  -6.006  -1.861  0.2748
H  -1.315  -4.742  -3.619  0.3523
O  1.192  -0.485  -6.455  0.0098
C  2.116  -0.257  -7.522  0.1904
C  0.470  0.080  -9.449  0.0329
C  1.575  0.529  -8.716  0.0477
H  -0.050  -0.835  -9.146  0.8443
C  0.066  0.784  -10.592  -1.1125
H  2.943  0.319  -7.080  0.2652
C  2.287  1.662  -9.136  -0.2468
H  -0.807  0.445  -11.153  0.4048
C  0.777  1.911  -11.013  -0.4308
C  1.899  2.340  -10.293  -0.6868
H  3.154  1.962  -8.537  0.3782
H  0.479  2.450  -11.913  0.3753
H  2.489  3.198  -10.618  0.3901
Si  -0.190  0.283  -5.913  -0.3707
Cl  1.859  -1.865  -3.191  -0.7026
C  -1.651  -0.488  -6.762  -1.1090
C  -0.129  2.107  -6.302  -0.8100
C  -0.370  0.045  -4.092  -0.4811
H  -1.706  -0.186  -7.815  0.3767
H  -2.569  -0.150  -6.262  0.4117
H  -1.606  -1.584  -6.714  0.3239
H  -0.346  -1.040  -3.902  -0.0532
H  -1.274  0.481  -3.635  0.4680
H  0.547  0.529  -3.696  0.0484
H  0.043  2.279  -7.373  0.2743
H  0.677  2.607  -5.749  0.3162
H  -1.078  2.598  -6.043  0.3991
S  2.074  -1.223  1.087  -0.4728
C  1.618  -0.409  2.432  0.5291
N  1.320  0.168  3.426  -0.6669

=====

Record 2
The following is a DFT calculation (wB97M-V/def2-TZVPD) of a gas-phase ion, H3NO3PS (charge -1).

Total energy, eV: -27805.60836
Largest force on an atom, hartree/bohr: 0.05578
Net charge: -1
LUMO level, eV: 4.139
Energy above the lowest of the compared OMol25 structures with the same formula, charge and spin, kcal per mole: 32.0

Each line ends with the Mulliken charge.
Element x y z (Å)
N  -0.268  0.292  1.812  -0.6342
O  1.023  -0.332  -2.355  -0.5991
O  -1.090  0.762  -1.077  -0.6424
O  -0.360  -1.835  -1.003  -0.5626
P  1.091  0.120  1.041  0.0437
S  0.308  -0.548  -1.112  0.7888
H  -1.389  0.616  -0.176  0.3638
H  -0.421  -0.456  2.480  0.1823
H  1.107  1.379  0.391  0.0597

=====

Record 3
The following is a DFT calculation (wB97M-V/def2-TZVPD) of 3 unconnected molecules or ions with the total composition C34H54ClN3O4P2S2.

Total energy, eV: -101560.90507
Largest force on an atom, hartree/bohr: 0.05777
LUMO level, eV: 0.008

Each line ends with the Mulliken charge.
Element x y z (Å)
C  -2.642  -5.198  0.499  0.3786
C  -2.242  -4.059  0.400  -1.6351
C  -1.763  -2.695  0.157  0.5919
C  -2.673  -1.634  0.327  -1.0967
C  -2.203  -0.325  0.134  1.1791
C  -0.881  0.022  -0.230  -2.1768
C  0.052  -1.072  -0.415  1.1290
P  1.776  -0.572  -0.891  0.1531
C  1.623  -0.169  -2.726  -1.0692
O  2.876  -1.833  -0.779  -0.5401
C  -0.418  -2.395  -0.212  0.5849
C  0.520  -3.600  -0.340  -1.3328
C  1.395  -3.748  0.951  0.7575
O  1.675  -2.819  1.628  -0.4034
Cl  1.999  -5.411  1.347  -0.2115
N  -0.404  1.376  -0.389  1.0445
P  0.370  2.037  1.071  -0.3185
C  0.062  0.969  2.568  -0.0895
C  -0.256  1.967  3.750  -1.2311
C  2.191  2.311  0.774  -0.0564
C  2.488  3.846  0.877  -1.0228
C  -1.376  2.276  -0.938  -0.6617
C  -0.892  3.286  -1.810  -0.2478
C  -1.743  4.258  -2.385  -1.0368
C  -3.121  4.231  -2.075  -0.4310
C  -3.654  3.236  -1.230  0.0190
S  -5.429  3.262  -0.940  1.6039
C  -5.883  2.983  0.790  -0.9902
O  -5.968  4.530  -1.386  -0.7607
O  -6.014  2.190  -1.721  -0.6496
C  -2.754  2.283  -0.675  0.9929
S  -3.391  1.011  0.424  -0.5691
H  -2.810  -6.201  0.879  0.5512
H  -3.711  -1.832  0.630  0.4654
H  0.977  -0.907  -3.237  0.3962
H  1.145  0.833  -2.751  0.1605
H  2.654  -0.116  -3.115  0.4368
H  2.932  -2.314  -1.621  0.3541
H  -0.011  -4.567  -0.446  0.1900
H  1.148  -3.493  -1.242  0.3935
H  1.008  0.456  2.832  0.3902
H  -0.809  0.296  2.483  0.1524
H  -0.359  1.448  4.719  0.3796
H  0.606  2.669  3.818  0.3071
H  -1.127  2.605  3.502  0.2983
H  2.840  1.690  1.421  0.5022
H  2.416  2.024  -0.273  0.0524
H  2.005  4.416  0.062  0.2153
H  3.577  4.042  0.823  0.2205
H  2.072  4.221  1.833  0.3349
H  0.179  3.354  -2.050  0.3880
H  -1.295  5.027  -3.028  0.3732
H  -3.773  5.003  -2.513  0.4599
H  -6.622  2.159  0.787  0.3520
H  -5.036  2.772  1.465  0.3270
H  -6.413  3.880  1.173  0.3989
C  -2.010  -8.626  -1.525  -1.4567
C  -3.435  -9.058  -1.211  -0.4644
N  -4.443  -8.293  -1.924  0.1879
C  -5.792  -8.511  -1.421  -0.6612
C  -6.392  -9.913  -1.561  -0.9895
C  -4.315  -8.265  -3.373  -0.7138
C  -4.321  -9.601  -4.122  -0.9648
H  -1.872  -7.557  -1.347  0.2723
H  -1.310  -9.165  -0.884  0.4323
H  -1.734  -8.843  -2.559  0.3309
H  -3.588  -8.911  -0.137  0.4773
H  -3.528  -10.138  -1.396  0.2676
H  -6.468  -7.789  -1.890  0.3970
H  -5.796  -8.248  -0.358  0.3343
H  -6.695  -10.123  -2.586  0.2131
H  -7.290  -9.990  -0.943  0.4103
H  -5.705  -10.694  -1.232  0.2760
H  -3.386  -7.744  -3.621  0.3633
H  -5.097  -7.622  -3.789  0.3750
H  -3.695  -10.354  -3.639  0.2481
H  -3.933  -9.458  -5.133  0.3714
H  -5.328  -10.003  -4.224  0.2707
C  4.365  7.452  0.690  -1.2181
C  5.226  7.951  1.841  -0.3757
N  5.908  6.887  2.557  0.1579
C  6.500  7.326  3.813  -0.6967
C  7.631  8.356  3.751  -0.9688
C  6.740  6.007  1.751  -0.3277
C  7.873  6.637  0.935  -1.0936
H  3.647  6.702  1.029  0.1503
H  3.802  8.283  0.261  0.4557
H  4.965  7.020  -0.113  0.3057
H  4.561  8.466  2.541  0.4509
H  5.926  8.708  1.459  0.2470
H  6.848  6.450  4.368  0.3508
H  5.696  7.745  4.428  0.4012
H  8.567  7.909  3.418  0.2193
H  7.812  8.762  4.750  0.4008
H  7.394  9.197  3.098  0.2726
H  6.088  5.464  1.059  -0.0851
H  7.157  5.224  2.390  0.4330
H  7.560  7.545  0.416  0.2331
H  8.214  5.931  0.174  0.4313
H  8.736  6.874  1.556  0.2757

=====

Record 4
The following is a DFT calculation (wB97M-V/def2-TZVPD) of a molecular structure, C51H43NOP3PdS3.

Multiplicity: 3
Total energy, eV: -120970.27499
⟨S²⟩: 2.02
Largest force on an atom, hartree/bohr: 0.01477
Net charge: +1
LUMO level (spin up / spin down), eV: -2.101 / -4.574
Energy above the lowest of the compared OMol25 structures with the same formula, charge and spin, kcal per mole: 32.5

Each line ends with the Mulliken charge.
Element x y z (Å)
Pd  1.088  0.597  -0.228  -0.1338
O  3.914  -0.355  1.173  -0.8576
S  2.541  -0.852  0.908  1.8201
C  2.635  -2.476  0.195  -0.4574
C  3.347  -3.489  0.828  -0.4131
C  3.433  -4.732  0.218  -0.9662
C  2.831  -4.938  -1.016  -0.8763
C  2.187  -3.898  -1.677  -0.5630
C  2.095  -2.640  -1.093  0.2340
P  1.517  -1.146  -1.996  1.5547
C  0.876  -1.748  -3.591  0.4202
C  1.356  -1.278  -4.811  -1.1103
C  0.766  -1.697  -6.000  -0.6687
C  -0.298  -2.586  -5.982  -0.7518
C  -0.787  -3.056  -4.768  -0.8220
C  -0.212  -2.630  -3.579  -0.1701
C  3.130  -0.407  -2.488  0.5622
C  3.195  0.965  -2.736  -0.4638
C  4.396  1.568  -3.085  -0.7547
C  5.552  0.804  -3.185  -0.5574
C  5.498  -0.563  -2.950  -0.7848
C  4.294  -1.165  -2.607  -0.0667
C  1.728  -1.011  2.501  0.4917
C  1.586  -2.185  3.222  -0.4928
C  1.064  -2.127  4.508  -1.0145
C  0.709  -0.908  5.065  -0.8198
C  0.821  0.259  4.320  0.0115
C  1.299  0.221  3.018  -0.3119
P  1.305  1.693  1.922  0.8040
C  2.595  2.765  2.613  0.4877
C  3.876  2.700  2.069  -0.3845
C  4.897  3.472  2.611  -0.7370
C  4.640  4.312  3.686  -0.5358
C  3.360  4.385  4.225  -0.7885
C  2.338  3.614  3.691  -0.2685
C  -0.231  2.620  2.229  0.9123
C  -1.372  2.107  2.834  -0.2265
C  -2.512  2.899  2.950  -0.7588
C  -2.534  4.188  2.443  -0.7487
C  -1.404  4.699  1.811  -0.8357
C  -0.262  3.919  1.705  -0.6918
H  3.843  -3.298  1.773  0.7712
H  3.975  -5.536  0.703  0.4289
H  2.897  -5.912  -1.490  0.4601
H  1.790  -4.062  -2.670  0.5229
H  2.197  -0.596  -4.835  0.4008
H  1.149  -1.332  -6.946  0.4421
H  -0.748  -2.915  -6.913  0.4052
H  -1.614  -3.755  -4.753  0.3980
H  -0.600  -2.993  -2.632  0.5893
H  2.303  1.563  -2.674  0.4635
H  4.432  2.636  -3.269  0.4523
H  6.493  1.273  -3.449  0.4069
H  6.396  -1.164  -3.029  0.4254
H  4.269  -2.232  -2.420  0.4330
H  1.851  -3.139  2.793  0.5789
H  0.937  -3.041  5.075  0.4354
H  0.319  -0.867  6.076  0.4220
H  0.509  1.203  4.751  0.5148
H  4.076  2.033  1.240  0.3253
H  5.894  3.415  2.191  0.4406
H  5.437  4.915  4.105  0.3973
H  3.158  5.045  5.062  0.4194
H  1.339  3.683  4.107  0.3449
H  -1.383  1.093  3.218  0.4192
H  -3.390  2.499  3.437  0.4526
H  -3.424  4.797  2.546  0.4122
H  -1.409  5.712  1.422  0.4856
H  0.625  4.324  1.226  0.6316
C  -2.743  4.291  -2.228  -1.1102
C  -1.225  4.305  -2.007  -0.2685
C  -0.722  2.990  -1.576  0.1202
N  -0.335  1.965  -1.245  -0.2596
H  -3.064  5.254  -2.621  0.4018
H  -3.259  4.110  -1.285  0.2427
H  -3.028  3.514  -2.938  0.3410
H  -0.957  5.027  -1.236  0.2123
H  -0.695  4.583  -2.915  0.3542
S  -2.419  -2.309  2.919  -0.2584
P  -2.831  -1.667  1.102  0.3218
S  -0.982  -1.141  0.506  -0.4143
C  -3.539  -2.921  0.013  0.6708
C  -3.058  -3.102  -1.280  0.2430
C  -3.653  -4.040  -2.115  -0.2422
C  -4.721  -4.800  -1.658  -0.5986
C  -5.206  -4.619  -0.366  -0.6503
C  -4.620  -3.678  0.469  -0.7890
C  -4.046  -0.337  1.070  0.6915
C  -4.973  -0.224  2.101  -0.3352
C  -6.016  0.694  1.997  -0.7373
C  -6.125  1.491  0.867  -0.5961
C  -5.195  1.379  -0.162  -0.5924
C  -4.157  0.465  -0.067  -0.4335
H  -2.222  -2.504  -1.628  -0.0040
H  -3.283  -4.177  -3.126  0.2819
H  -5.178  -5.538  -2.307  0.4020
H  -6.042  -5.211  -0.011  0.3956
H  -4.996  -3.537  1.478  0.3946
H  -4.877  -0.849  2.983  0.3737
H  -6.742  0.781  2.797  0.4189
H  -6.942  2.199  0.783  0.4176
H  -5.298  1.993  -1.048  0.5015
H  -3.431  0.367  -0.869  0.3594